Entry from OMol25: a structure of composition C5Ni4O15 in a non-equilibrium geometry (wB97M-V/def2-TZVPD).

Structure (XYZ):
```
24
Properties=species:S:1:pos:R:3:forces:R:3
Ni -5.1940 12.6934 -9.8940 -0.326 -0.278 -1.600
Ni -6.1920 9.1218 -10.4979 0.440 -0.184 -1.642
Ni -7.3668 13.7096 -13.2807 2.722 -1.611 -1.052
Ni -6.3457 10.2169 -13.9319 -1.795 -1.226 0.228
C -2.9588 13.4510 -11.5568 -0.014 -0.892 3.538
O -1.8066 13.1776 -11.9164 0.660 0.237 -1.430
O -3.1001 14.5911 -10.9918 -0.322 0.519 -0.763
O -3.8212 12.5383 -11.3134 -0.393 0.064 -0.528
C -5.1880 13.1939 -14.9819 -0.324 -0.894 -1.897
O -5.1707 13.9728 -13.9830 0.961 1.130 1.962
O -6.4253 12.9895 -15.2635 -2.807 -0.526 0.001
O -4.3204 12.6500 -15.6926 0.355 0.775 1.341
C -6.4051 7.6907 -12.7201 4.145 -1.809 -1.653
O -6.6226 8.9464 -12.4467 -1.552 2.941 -0.220
O -6.6849 7.2116 -13.8350 -0.838 0.128 0.535
O -5.5183 7.2098 -11.9096 -1.367 -0.649 1.503
C -9.0559 9.8673 -15.3862 1.998 -1.576 -2.283
O -9.0624 8.5721 -15.7157 -0.327 0.531 0.869
O -7.9815 10.3803 -14.9733 0.096 0.177 0.587
O -10.0281 10.4355 -15.8633 -1.340 0.682 0.491
C -7.1321 11.7232 -11.5761 7.119 4.552 -2.261
O -7.0598 11.5726 -12.8635 -2.590 -0.688 0.100
O -6.3732 11.1137 -10.7731 -0.827 -3.640 2.960
O -6.9802 13.0057 -11.3470 -3.672 2.235 1.213
```
Positions in Å, forces in eV/Å.

Calculated values
2S+1: 9
Expectation value of S²: 20.0788
HOMO level (spin up / spin down) (eV): -2.5872 / -2.6588
Net charge: -2
Strongest force on any atom (eV/A): 8.7
Electronic energy (Ha): -7352.25234
HOMO-LUMO gap (spin up / spin down) (hartree): 0.231 / 0.227